27
Properties=species:S:1:pos:R:3:forces:R:3 method="wB97M-V/def2-TZVPD" molar_mass_g_mol=153.202 total_charge=-1 homo_ev=-3.99 relative_energy_kcal_mol=6.2 lumo_energy_ev=3.5
C -1.41877 2.64902 0.43412 -0.884 -0.787 -0.867
C -0.98223 1.19374 0.19678 0.777 0.388 0.542
C 0.03099 1.16296 -0.95089 -0.303 0.799 -0.898
C -0.64749 1.09998 -2.32381 0.044 -1.445 -0.092
N -0.78137 -0.28525 -2.83498 -0.109 -0.051 -0.073
N -0.43364 0.66808 1.42854 -0.333 -0.216 0.573
C -0.52558 -0.82438 1.59440 1.150 0.342 0.378
O 0.69504 -1.41957 1.66890 -0.029 0.557 -0.042
H -0.53075 3.20702 0.69703 -0.092 0.359 0.588
H -2.26969 2.66277 1.11768 0.560 0.223 0.569
H -1.83789 3.09509 -0.46893 0.213 0.056 -0.396
H -1.84438 0.57132 -0.01955 -0.282 -0.018 -0.308
H 0.57887 2.11069 -0.92490 0.305 -0.101 0.264
H 0.73965 0.34735 -0.87220 0.079 -0.215 0.134
H -0.09889 1.60891 -3.12057 -0.266 0.496 0.289
H -1.67119 1.45241 -2.20306 0.039 0.583 -0.321
H 0.04641 -0.54407 -3.35808 0.033 -0.015 0.156
H -0.83341 -0.93678 -2.05823 -0.032 -0.016 -0.014
H 0.53999 0.92759 1.55471 -0.074 -0.092 -0.032
H -1.13024 -1.13640 0.71786 -0.226 -0.397 0.058
H -1.08186 -1.00845 2.53106 -0.393 -0.003 -0.196
H 0.71890 -2.66210 0.85719 -0.283 -0.111 -0.488
H -0.36053 -3.03497 -0.16304 -0.042 -0.160 -0.095
O 0.48680 -3.37972 0.13140 0.135 0.010 0.181
H 3.15796 -0.64404 1.53070 -0.088 -0.137 -0.031
H 2.18167 -0.19626 0.52410 -0.130 -0.424 0.110
O 3.13797 -0.21340 0.66965 0.232 0.372 0.010